Record 1
The following is a quantum chemistry calculation of one molecule with the formula C4H9NO in a non-equilibrium geometry, from the OMol25 dataset.

Atoms and positions in Å:
C 0.58254 -0.50217 -2.00543
C -0.31915 -0.68417 -0.99571
C -0.02134 -0.52048 0.45310
O -1.02336 -1.31935 1.07446
C -0.08449 0.91811 0.89154
N 0.88230 1.76703 0.25972
H 1.67410 -0.25077 -1.89292
H 0.28720 -0.50536 -3.03296
H -1.39060 -0.93922 -1.20141
H 0.99302 -0.88175 0.73561
H -0.99054 -1.24348 2.05309
H -1.17097 1.20995 0.82212
H 0.09967 0.92137 1.98545
H 0.94918 2.67237 0.76733
H 0.61436 1.93478 -0.71104

Output
- ΔE to the lowest compared entry with this formula, charge and spin (kcal per mole) = 46.1
- multiplicity = 1
- SMILES = C=C[C@H](O)CN
- lowest unoccupied orbital energy (Ha) = 0.035
- HOMO level (eV) = -9.35
- E (eV) = -7830.319
- molecular weight (g/mol) = 87.1
- net charge = 0

Listed below, in e, are the Mulliken charges computed for each atom:
1. C -0.784
2. C -0.279
3. C 0.392
4. O -0.538
5. C -0.676
6. N -0.548
7. H 0.287
8. H 0.271
9. H 0.243
10. H 0.214
11. H 0.311
12. H 0.229
13. H 0.379
14. H 0.252
15. H 0.248

=====

Record 2
The following is a quantum chemistry calculation of one molecule with the formula C3H2F4 in a non-equilibrium geometry, from the OMol25 dataset.

Atoms and positions in Å:
F -1.40189 1.58281 1.50471
C -0.55836 1.27556 0.57036
C -0.60012 -0.28796 0.08889
F -1.16287 -1.15390 0.89119
C 0.64212 -0.77825 -0.55936
F 1.74523 -0.22273 -0.01364
F 0.68169 -0.45688 -1.88806
H -0.26119 1.99754 -0.02031
H 0.91539 -1.95619 -0.57377

Output
- ΔE to the lowest compared entry with this formula, charge and spin (kcal per mole) = 78.5
- multiplicity = 1
- SMILES = F/C=C(\F)C(F)F
- lowest unoccupied orbital energy (alpha / beta) (Ha) = -0.010 / -0.005
- HOMO level (alpha / beta) (eV) = -9.31 / -9.37
- E (eV) = -14009.561
- molecular weight (g/mol) = 114.0
- net charge = 0

Listed below, in e, are the Mulliken charges computed for each atom:
1. F -0.183
2. C -0.220
3. C 0.200
4. F -0.223
5. C 0.299
6. F -0.223
7. F -0.245
8. H 0.398
9. H 0.197

=====

Record 3
The following is a quantum chemistry calculation of C21H45N2P3S2Sc as an isolated structure in a non-equilibrium geometry, from the OMol25 dataset.

Atoms and positions in Å:
Sc 0.49756 -0.89803 -0.04301
P 0.46317 -2.18895 2.12910
P 0.40391 1.72796 1.79618
P -0.45047 -2.40558 -1.90988
H 1.82286 3.93006 -0.88946
C 1.23235 3.72344 -1.80427
C -0.07327 3.42446 -1.93992
H -0.87629 3.39959 -1.17179
C 2.25876 -2.53176 2.38642
C -0.17467 -1.74516 3.76324
C -0.28593 -3.76077 1.53421
C 0.28520 3.56734 1.68858
C -0.97069 1.70660 3.05132
C 1.86309 1.59999 2.92531
C -0.56838 -1.59632 -3.54067
C -1.98803 -3.35717 -1.72216
C 0.83756 -3.58891 -2.34082
H 1.84791 3.50635 -2.68223
H -0.27419 2.92917 -2.89981
H 2.34613 -3.31757 3.16233
H 2.76765 -1.59789 2.69330
H 2.74947 -2.83872 1.44382
H 0.01842 -2.59291 4.44077
H -1.25212 -1.52409 3.70454
H 0.32227 -0.81848 4.10621
H -0.23441 -4.55574 2.30152
H 0.17918 -4.08706 0.57547
H -1.34705 -3.57610 1.28747
H 0.82397 4.02363 2.52310
H -0.76807 3.85451 1.76579
H 0.66674 3.94811 0.73855
H -0.53452 1.86595 4.04723
H -1.54933 0.77653 3.02691
H -1.65960 2.54194 2.85254
H 1.89184 2.43546 3.63938
H 2.77164 1.63721 2.30873
H 1.84056 0.65093 3.48053
H 0.06384 -2.06294 -4.30761
H -0.19871 -0.57538 -3.38220
H -1.61127 -1.58965 -3.89080
H -2.16929 -3.97222 -2.61785
H -2.78420 -2.62067 -1.53255
H -1.90790 -4.03866 -0.86155
H 0.90227 -3.64510 -3.43727
H 0.54576 -4.55819 -1.91536
H 1.79821 -3.22363 -1.93176
C 3.45530 -0.19780 -2.64157
C 4.64012 -0.97667 -2.68092
C 5.63363 -0.72933 -3.61499
C 5.43040 0.32226 -4.53943
C 4.30317 1.13367 -4.52584
C 3.28965 0.85558 -3.58867
S 2.27965 -0.56073 -1.41255
H 1.53536 0.53678 -0.03914
H 4.74355 -1.76406 -1.95361
H 6.49172 -1.41289 -3.65068
H 6.14149 0.42201 -5.32053
H 4.15196 1.91132 -5.28409
H 2.37492 1.46159 -3.54917
S -1.77981 0.19031 -0.53507
C -3.04818 0.79509 0.55143
N -3.66132 0.07456 1.52271
C -4.54447 0.71359 2.50996
C -5.48366 1.66941 1.81063
C -4.69676 2.64195 0.93608
N -3.57001 2.00220 0.26377
H -3.21850 -0.81642 1.76830
H -3.94181 1.29039 3.24045
H -5.08082 -0.05282 3.07845
H -5.96272 2.27087 2.58201
H -6.27259 1.15114 1.25504
H -4.24394 3.43017 1.56617
H -5.35393 3.14873 0.20698
H -3.13436 2.50755 -0.50732

Output
- ΔE to the lowest compared entry with this formula, charge and spin (kcal per mole) = 15.8
- multiplicity = 1
- lowest unoccupied orbital energy (Ha) = -0.398
- HOMO level (eV) = -16.80
- E (eV) = -95698.270
- molecular weight (g/mol) = 527.6
- net charge = +3

Listed below, in e, are the Mulliken charges computed for each atom:
1. Sc -0.909
2. P 1.170
3. P 1.309
4. P 1.039
5. H 0.298
6. C -0.650
7. C -0.201
8. H 0.019
9. C -1.222
10. C -1.004
11. C -1.115
12. C -1.168
13. C -1.019
14. C -1.392
15. C -1.085
16. C -1.288
17. C -1.401
18. H 0.321
19. H 0.314
20. H 0.463
21. H 0.320
22. H 0.346
23. H 0.482
24. H 0.298
25. H 0.254
26. H 0.534
27. H 0.294
28. H 0.230
29. H 0.457
30. H 0.348
31. H 0.131
32. H 0.593
33. H -0.234
34. H 0.451
35. H 0.489
36. H 0.429
37. H 0.284
38. H 0.476
39. H 0.148
40. H 0.387
41. H 0.424
42. H 0.356
43. H 0.370
44. H 0.494
45. H 0.460
46. H 0.362
47. C 0.583
48. C -0.231
49. C -0.831
50. C -0.323
51. C -0.804
52. C -0.203
53. S 0.647
54. H -0.142
55. H 0.455
56. H 0.408
57. H 0.442
58. H 0.428
59. H 0.368
60. S -0.350
61. C 0.264
62. N -0.021
63. C -0.494
64. C -0.645
65. C -0.598
66. N -0.036
67. H 0.174
68. H 0.212
69. H 0.453
70. H 0.365
71. H 0.316
72. H 0.329
73. H 0.389
74. H 0.180